1.
Here is a single C5H13N3 molecule from the Open Molecules 2025 dataset. Energies are from ωB97M-V with the def2-TZVPD basis set.

Properties
SMILES: C/C(CN)=N\N(C)C
Energy above the lowest of the compared OMol25 structures with the same formula, charge and spin in kcal per mole: 62.2
Highest occupied orbital energy in eV: -7.7
Electronic energy in Eh: -362.48311

Positions of all 21 atoms, in Å:
C 2.541 0.590 -0.404
C 1.278 0.305 1.662
C -0.793 -0.511 -0.312
C -1.013 -1.695 0.528
C -1.974 -0.114 -1.109
H 3.464 0.473 0.122
H 2.620 0.259 -1.420
H 2.386 1.632 -0.561
H 1.291 1.355 1.877
H 0.339 -0.172 2.138
H 2.126 -0.238 2.040
H -0.024 -2.120 0.762
H -1.658 -2.416 -0.005
H -1.370 -1.489 1.479
H -1.942 -0.749 -1.925
H -2.844 -0.309 -0.619
H -1.154 1.850 -1.103
H -2.846 1.768 -1.436
N 1.313 0.028 0.269
N 0.179 0.292 -0.461
N -1.920 1.260 -1.523

Atomic partial charges in e from the natural (NBO) method, atoms 1 to 8: C -0.417; C -0.411; C 0.289; C -0.697; C -0.256; H 0.201; H 0.209; H 0.176

***

2.
Here is a 2-piece molecular cluster, C4H12N2O overall from the Open Molecules 2025 dataset. Energies are from ωB97M-V with the def2-TZVPD basis set.

Properties
Multiplicity: 2
Energy above the lowest of the compared OMol25 structures with the same formula, charge and spin in kcal per mole: 78.5
⟨S²⟩: 0.7508
Highest occupied orbital energy (spin up / spin down) in eV: 1.5 / -4.2
Net charge: -1
Electronic energy in Eh: -344.19027

Positions of all 19 atoms, in Å:
C 0.629 -1.503 -0.265
C 0.353 -1.093 1.073
C -0.420 0.163 1.361
C -0.065 1.259 0.748
N -1.182 2.097 0.764
N 0.560 -2.921 -0.711
H 1.630 -1.255 -0.724
H -0.021 -0.895 -0.953
H -0.029 -1.971 1.621
H 1.299 -0.947 1.756
H -1.463 0.161 1.746
H 0.960 1.504 0.449
H -1.140 2.752 0.100
H -2.072 1.648 0.892
H 1.316 -3.491 -0.163
H -0.258 -3.502 -0.639
H 0.463 2.699 -1.760
H -0.419 2.253 -2.818
O -0.142 3.042 -2.479

Atomic partial charges in e from the natural (NBO) method, atoms 1 to 8: C -0.281; C -0.816; C -0.280; C -0.123; N -0.839; N -0.957; H 0.166; H 0.154

***

3.
Here is a 15-piece molecular cluster, C4H41N3O14 overall from the Open Molecules 2025 dataset. Energies are from ωB97M-V with the def2-TZVPD basis set.

Properties
Energy above the lowest of the compared OMol25 structures with the same formula, charge and spin in kcal per mole: 85.1
Highest occupied orbital energy in eV: -8.7
Electronic energy in Eh: -1394.49323

Positions of all 62 atoms, in Å:
C -0.339 1.984 -0.579
N 0.071 3.249 0.210
C -0.583 0.709 0.233
C -1.025 -0.335 -0.871
N 0.714 0.334 0.805
C 0.687 -0.521 2.037
N 0.851 0.184 3.287
H -1.313 2.159 -1.115
H 0.507 2.028 -1.333
H -0.745 3.783 0.544
H 0.460 2.981 1.157
H -1.293 0.800 0.999
H -1.339 -1.195 -0.205
H -1.862 0.127 -1.428
H -0.205 -0.533 -1.602
H 1.373 0.022 0.157
H 1.448 -1.256 1.819
H -0.428 -0.858 2.120
H 1.703 0.554 3.435
H 0.094 0.850 3.252
H -3.584 -0.405 2.376
H -3.856 0.676 3.495
O -3.783 0.491 2.540
H 2.050 2.370 4.392
H 2.403 2.350 3.057
O 1.982 2.975 3.717
H 2.531 1.188 -1.475
H 3.300 -0.172 -1.690
O 2.431 0.179 -1.648
H -3.083 -1.862 0.914
H -4.380 -2.099 1.777
O -3.370 -1.960 1.816
H 4.305 0.993 1.386
H 3.409 1.859 0.406
O 3.607 1.713 1.403
H -2.933 -3.077 -0.842
H -2.594 -4.316 0.116
O -2.380 -3.372 -0.106
H -1.747 0.834 -3.218
H -1.279 1.604 -4.412
O -1.710 0.876 -4.081
H 1.585 -3.608 -2.922
H 1.341 -2.223 -3.050
O 1.629 -2.926 -3.573
H -0.889 -1.366 -2.769
H -0.764 -2.202 -4.049
O -1.360 -1.755 -3.491
H 0.630 -3.712 -0.045
H 0.745 -2.301 -0.308
O 1.316 -3.060 -0.384
H -4.039 -0.637 -3.438
H -2.996 -1.816 -3.561
O -3.883 -1.495 -3.061
H 4.383 -2.728 -0.069
H 3.068 -1.925 0.165
O 3.984 -1.814 -0.045
H 3.138 3.664 -1.973
H 1.882 3.454 -0.936
O 2.651 3.006 -1.384
H -1.158 2.232 4.701
H -0.173 2.736 3.492
O -1.189 2.565 3.855

Atomic partial charges in e from the natural (NBO) method, atoms 1 to 8: C -0.231; N -0.896; C -0.063; C -0.660; N -0.698; C -0.055; N -0.840; H 0.184